1.
A molecular structure, C10H25BBr3InN2O2PS3, computed with wB97M-V/def2-TZVPD.

ORCA input file:
```
! wB97M-V def2-TZVPD RIJCOSX def2/J DEFGRID3
* xyz -1 1
C 2.89138 1.58130 3.28831
C 3.13990 0.45825 2.07413
N 2.95922 1.03562 0.69810
C 4.16436 0.89348 -0.19239
C 4.19115 -0.43230 -1.15233
C 1.65755 0.68301 0.03903
S 0.90106 -0.83258 -0.04995
S 0.73512 2.12274 -0.81423
C -0.70481 2.69548 0.26080
C -2.18906 2.27132 -0.38240
C -2.26962 0.63470 -0.28792
In -4.34060 -0.24420 -0.53656
S -5.00713 0.12442 -2.95824
C -4.11555 -2.50466 -0.12177
B -3.43794 -2.72157 1.38310
O -3.48911 -1.55832 2.33080
O -2.75506 -3.96380 1.82926
P -6.09515 0.65648 1.05561
N -5.59295 1.94514 1.95226
H 3.93574 2.07468 3.56159
H 2.49036 0.96594 4.21937
H 2.11310 2.40428 2.93125
H 4.26043 0.08323 2.24123
H 2.45522 -0.44828 2.34719
H 5.18086 0.88901 0.43222
H 4.19921 1.83978 -0.91008
H 4.20441 -1.45973 -0.58441
H 5.15386 -0.44023 -1.85762
H 3.27090 -0.49255 -1.91021
H -0.70768 3.88902 0.28060
H -0.61555 2.34781 1.39176
H -2.13407 2.62989 -1.51622
H -3.08316 2.83351 0.13150
H -1.71118 0.29892 0.70538
H -1.59417 0.21924 -1.17677
H -4.27607 1.30269 -3.31601
H -3.32707 -2.92655 -0.91227
H -5.12008 -3.09355 -0.27441
H -2.53593 -1.25721 2.50479
H -1.78404 -3.97382 1.51044
H -7.20325 1.15824 0.25198
H -6.56476 -0.41992 1.93764
H -6.23361 2.74736 1.67418
C 5.82937 -2.89609 -4.48763
Br 5.46387 -3.64144 -2.72837
Br 4.24257 -2.09559 -5.27853
Br 7.32531 -1.65298 -4.45055
H 6.12263 -3.73015 -5.13367
*
```

Calculated values
calculated total energy: -10128.8168 Eh
LUMO level: 0.0388 Eh

Atom charges from the Mulliken analysis, given in e for atoms 1 to 8: C -0.812; C -0.428; N 0.259; C -0.670; C -0.499; C -0.299; S -0.107; S -0.131


2.
A molecular structure, C33H53BN10O2S3V, computed with wB97M-V/def2-TZVPD.

ORCA input file:
```
! wB97M-V def2-TZVPD RIJCOSX def2/J DEFGRID3
* xyz 4 2
V -1.76628 1.60905 0.21722
C 0.05315 -2.43099 -3.09511
C 0.76703 -1.55903 -2.10968
C 2.15064 -1.47424 -2.08586
C 2.81739 -0.69682 -1.12984
N 2.12179 -0.04713 -0.19323
N 0.81815 -0.10465 -0.23049
B 0.04038 0.48289 0.97304
N 0.89144 1.41691 1.84178
N 1.69883 0.79517 2.70421
C 2.51113 1.53422 3.42838
C 2.52291 2.94381 3.27906
C 1.67683 3.58097 2.41056
C 1.63098 5.06524 2.23492
C 0.82079 2.73309 1.67987
S -0.34638 3.33341 0.52504
C 3.43013 0.84719 4.41606
C 4.88060 1.12444 3.98611
C 3.17598 1.43538 5.81448
C 3.18077 -0.65839 4.44007
N -0.52429 -0.68645 1.82125
N 0.14963 -1.82640 1.81985
C -0.26028 -2.79495 2.62177
C -1.36668 -2.58792 3.47402
C -2.08812 -1.41466 3.44800
C -3.28626 -1.16441 4.30592
C -1.62623 -0.45251 2.53666
S -2.39153 1.11656 2.28840
C 0.51202 -4.10028 2.53264
C 1.99966 -3.81649 2.78932
C 0.32826 -4.64757 1.10690
C 0.00176 -5.12525 3.54507
C 0.12546 -0.78841 -1.14696
S -1.62923 -0.68496 -0.87815
C 4.32270 -0.58179 -1.02006
C 5.02223 -1.19240 -2.23394
C 4.73448 -1.33961 0.25743
C 4.70300 0.90034 -0.89032
H 0.33749 -2.16310 -4.11317
H -1.02934 -2.37858 -3.01098
H 0.35582 -3.46826 -2.94149
H 2.72502 -2.03140 -2.81456
H 3.20749 3.52811 3.88037
H 1.84394 5.33898 1.19975
H 2.36293 5.55259 2.87394
H 0.64187 5.45442 2.48308
H 5.11989 2.18881 3.99112
H 5.07996 0.72811 2.98820
H 5.55964 0.63687 4.68495
H 3.39365 2.50292 5.86249
H 3.82935 0.94210 6.53325
H 2.14433 1.27583 6.13313
H 3.35552 -1.10854 3.46192
H 2.15831 -0.88891 4.74589
H 3.86128 -1.11759 5.15618
H -1.66652 -3.37831 4.14881
H -3.46630 -2.00062 4.97659
H -4.17814 -1.01884 3.69315
H -3.15079 -0.26270 4.90599
H 2.39172 -3.09053 2.07591
H 2.56198 -4.74421 2.68691
H 2.16152 -3.43713 3.79932
H 0.72821 -3.94862 0.36831
H -0.72335 -4.84175 0.88463
H 0.86765 -5.58946 1.01224
H 0.10581 -4.77251 4.57312
H 0.59471 -6.03448 3.45763
H -1.03871 -5.40297 3.36480
H 4.85346 -2.26807 -2.31495
H 6.09658 -1.04990 -2.12933
H 4.71913 -0.70949 -3.16564
H 4.48236 -2.40009 0.19376
H 4.24791 -0.91231 1.13634
H 5.81385 -1.26055 0.38503
H 4.40005 1.46798 -1.77209
H 5.78550 0.98000 -0.79896
H 4.25207 1.35115 -0.00607
N -3.64129 2.02788 -1.16023
C -3.45755 1.88249 -2.66883
C -4.63064 1.19536 -3.35357
C -4.59067 1.24368 -4.89430
C -5.29049 2.48315 -5.46834
N -5.27109 2.53376 -6.92880
C -6.32196 2.37243 -7.74788
N -7.44301 1.80064 -7.32004
N -6.23600 2.78667 -9.00502
C -2.13905 1.14135 -2.54120
O -1.11828 1.69345 -2.22986
O -2.29415 -0.21603 -2.33170
H -4.49210 1.55543 -0.85829
H -3.78774 3.01740 -0.95960
H -3.25473 2.86872 -3.08214
H -5.54417 1.68206 -2.99866
H -4.68251 0.15823 -3.01975
H -5.07562 0.34845 -5.28491
H -3.55854 1.20645 -5.25605
H -4.81998 3.40001 -5.10669
H -6.32683 2.52497 -5.13173
H -4.42720 2.87634 -7.36127
H -7.48148 1.27540 -6.46512
H -8.26866 1.79065 -7.89865
H -5.49839 3.39884 -9.31443
H -6.93662 2.53988 -9.68687
*
```

Calculated values
energy above the lowest of the compared OMol25 structures with the same formula, charge and spin: 41.8 kcal/mol
calculated total energy: -4149.5270 Eh
LUMO level (spin up / spin down): -0.4309 / -0.4032 Eh

Atom charges from the Mulliken analysis, given in e for atoms 1 to 8: V -0.513; C -1.699; C 0.354; C -0.190; C -0.355; N -0.787; N 0.998; B 0.432


- What is the formula in the first record?
  C10H25BBr3InN2O2PS3


- Which of these has the highest calculated total energy?
  C33H53BN10O2S3V